59
Properties=species:S:1:pos:R:3:forces:R:3:nbo_charge:R:1 method="wB97M-V/def2-TZVPD" lumo_ha=-0.216 orbital_gap_ev=4.43 total_charge=+1 total_energy_ev=-176425.4505 homo_ev=-10.31
C -3.26854 -0.59443 -2.66591 0.0 0.1 0.3 -1.11
Si -3.48478 0.30496 -1.04170 -0.7 0.0 -0.4 1.63
C -3.14549 2.11577 -1.37973 0.2 -0.3 0.3 -1.11
C -5.26307 0.18588 -0.47732 0.3 0.0 -0.1 -1.11
C -2.34033 -0.40719 0.25303 -0.4 0.1 -0.4 -0.43
C -1.46106 0.44622 0.75514 0.4 0.0 0.2 -0.40
C -2.43565 -1.81827 0.66592 0.1 -0.3 0.2 -0.01
C -1.58562 -2.36263 1.63124 -0.1 0.0 -0.1 -0.19
C -1.69097 -3.68449 2.00811 0.1 0.2 0.0 -0.21
C -2.64361 -4.51601 1.44071 -0.2 0.0 -0.2 0.00
C -2.74674 -5.94054 1.85733 -0.1 -0.4 0.0 -0.63
C -3.49138 -3.98474 0.48149 0.1 -0.2 0.1 -0.20
C -3.38885 -2.66499 0.10324 0.2 0.4 0.1 -0.21
H -3.94750 -0.17549 -3.40231 -0.1 0.0 -0.2 0.24
H -2.24869 -0.47336 -3.01784 0.2 0.0 -0.2 0.23
H -3.47544 -1.65441 -2.56782 0.0 -0.2 -0.1 0.24
H -3.83772 2.46965 -2.13794 -0.1 0.1 -0.1 0.25
H -3.28561 2.70999 -0.48206 0.0 0.2 0.1 0.24
H -2.13292 2.25855 -1.74444 0.2 0.1 -0.1 0.22
H -5.91306 0.59312 -1.24568 -0.2 0.1 -0.1 0.24
H -5.55526 -0.84065 -0.28565 -0.2 -0.1 0.1 0.24
H -5.39628 0.75787 0.43564 -0.1 0.1 0.2 0.24
H -0.75238 0.15734 1.50510 0.4 0.0 0.4 0.18
H -1.42785 1.46771 0.43081 0.0 0.4 -0.1 0.18
H -0.83391 -1.74803 2.09433 0.2 0.1 0.1 0.20
H -1.02545 -4.08152 2.75490 0.2 -0.1 0.2 0.21
H -3.54270 -6.45493 1.31666 0.1 0.0 0.0 0.22
H -1.81235 -6.46875 1.66042 0.0 0.0 0.1 0.22
H -2.96358 -6.01565 2.92421 0.1 -0.1 0.0 0.23
H -4.23909 -4.61074 0.02680 -0.2 -0.2 -0.1 0.21
H -4.06057 -2.28196 -0.64196 -0.2 0.0 -0.1 0.21
Br 2.79116 6.60905 4.60118 -0.1 -0.2 -0.3 0.15
C 2.50765 5.40566 3.17687 0.0 0.3 0.3 0.00
C 1.35742 5.46962 2.41510 -0.6 0.2 -0.2 -0.25
C 1.14751 4.57626 1.38510 0.2 -0.1 0.0 -0.12
C 2.10272 3.58770 1.08538 0.0 0.0 0.0 -0.08
C 1.89344 2.66046 0.01600 0.3 0.0 0.2 0.07
C 2.83500 1.72864 -0.37225 0.1 0.1 0.0 -0.33
C 2.69256 0.80780 -1.38882 0.3 0.0 0.2 0.07
C 3.69124 -0.16247 -1.72277 0.0 0.0 0.0 -0.08
C 3.50419 -1.04392 -2.80213 0.1 0.1 0.1 -0.12
C 4.45367 -1.99428 -3.11139 -0.4 -0.2 -0.5 -0.25
C 5.60908 -2.09972 -2.36302 0.3 -0.3 -0.2 0.00
Br 6.90121 -3.41474 -2.77086 -0.3 0.3 0.1 0.15
C 5.82236 -1.24308 -1.30293 0.2 0.4 0.6 -0.25
C 4.88358 -0.28814 -0.98488 0.0 -0.1 -0.1 -0.13
C 3.26734 3.55274 1.87547 -0.1 0.2 0.1 -0.13
C 3.46076 4.44775 2.90234 0.6 -0.5 -0.1 -0.25
H 0.62782 6.22900 2.64016 -0.2 0.1 0.0 0.25
H 0.24920 4.63701 0.79456 -0.2 0.0 -0.1 0.23
H 0.95458 2.69212 -0.50857 -0.4 0.1 -0.2 0.22
H 3.77036 1.73479 0.15241 0.2 0.0 0.1 0.21
H 1.77925 0.81541 -1.95876 -0.3 -0.1 -0.2 0.22
H 2.60834 -0.97144 -3.39318 -0.2 0.0 -0.2 0.23
H 4.30827 -2.67052 -3.93676 -0.1 0.0 -0.1 0.25
H 6.72666 -1.33062 -0.72272 0.1 0.0 0.1 0.25
H 5.07046 0.36116 -0.15036 0.1 0.1 0.2 0.22
H 4.02348 2.81267 1.69113 0.2 -0.1 0.1 0.22
H 4.35710 4.40283 3.49899 0.1 0.0 0.1 0.25